Entry 1:
{
  "formula": "C21H25N3O2W",
  "method": "ωB97M-V with the def2-TZVPD basis set",
  "de_lowest_kcal_mol": 0.00,
  "homo_ha": [-0.5400, -0.5400],
  "homo_lumo_gap_ev": [7.40, 7.40],
  "charge": 2,
  "lumo_ev": [-7.291, -7.291],
  "total_energy_ha": -1196.52842,
  "symbols": ["W", "C", "N", "C", "C", "C", "N", "C", "C", "C", "C", "C", "C", "C", "O", "C", "C", "C", "N", "C", "C", "C", "C", "C", "C", "C", "O", "H", "H", "H", "H", "H", "H", "H", "H", "H", "H", "H", "H", "H", "H", "H", "H", "H", "H", "H", "H", "H", "H", "H", "H", "H"],
  "positions_angstrom": [[0.108, -0.241, 0.059], [-0.845, -0.292, 2.978], [0.450, -0.289, 2.242], [1.212, -1.533, 2.611], [0.486, -2.879, 2.521], [-0.305, -3.216, 1.235], [0.048, -2.341, 0.124], [1.087, -2.479, -0.621], [1.233, -1.358, -1.601], [0.753, -1.393, -2.939], [1.126, -0.404, -3.803], [2.012, 0.632, -3.406], [2.440, 0.744, -2.114], [2.003, -0.222, -1.180], [2.086, -0.108, 0.162], [1.286, 0.853, 2.754], [0.796, 2.264, 2.456], [0.939, 2.717, 1.008], [0.039, 1.958, 0.141], [-0.872, 2.546, -0.529], [-1.794, 1.751, -1.331], [-2.321, 2.245, -2.524], [-3.143, 1.457, -3.307], [-3.468, 0.166, -2.896], [-2.982, -0.334, -1.701], [-2.150, 0.454, -0.913], [-1.741, -0.013, 0.327], [-0.648, -0.390, 4.048], [-1.468, -1.120, 2.651], [-1.389, 0.629, 2.796], [1.534, -1.414, 3.648], [2.115, -1.539, 2.005], [-0.186, -3.009, 3.368], [1.275, -3.621, 2.649], [-1.373, -3.085, 1.397], [-0.143, -4.257, 0.957], [1.869, -3.218, -0.436], [0.147, -2.225, -3.273], [0.784, -0.437, -4.828], [2.344, 1.353, -4.141], [3.107, 1.532, -1.790], [2.291, 0.725, 2.354], [1.345, 0.732, 3.838], [1.417, 2.925, 3.063], [-0.229, 2.423, 2.794], [1.963, 2.550, 0.667], [0.721, 3.783, 0.929], [-0.953, 3.633, -0.542], [-2.066, 3.251, -2.835], [-3.543, 1.849, -4.232], [-4.124, -0.442, -3.504], [-3.273, -1.311, -1.337]],
  "forces_ev_per_angstrom": [[-0.37, 0.08, 0.75], [-0.09, -0.01, 0.06], [-0.03, 0.06, 0.04], [-0.01, -0.14, -0.05], [-0.02, 0.07, -0.05], [0.00, -0.07, 0.10], [0.40, 0.04, 0.01], [-0.30, 0.02, -0.01], [0.13, 0.16, 0.02], [0.06, 0.03, -0.17], [0.00, -0.01, 0.00], [0.01, -0.02, 0.10], [0.06, 0.06, -0.06], [-0.16, -0.12, -0.28], [0.26, 0.16, 0.05], [0.04, 0.16, 0.05], [-0.01, -0.04, -0.07], [0.04, 0.02, 0.13], [0.21, -0.20, -0.10], [0.05, 0.02, -0.26], [-0.05, -0.04, 0.00], [0.06, 0.06, 0.04], [-0.02, -0.05, 0.01], [0.01, 0.08, -0.06], [0.03, -0.13, 0.15], [-0.04, 0.14, -0.39], [-0.15, -0.13, 0.18], [0.04, 0.00, -0.01], [0.01, 0.00, -0.02], [0.01, 0.00, -0.02], [-0.01, -0.01, 0.01], [-0.01, 0.03, -0.02], [-0.01, 0.01, 0.00], [-0.01, -0.01, 0.03], [0.00, 0.01, -0.02], [0.03, 0.02, -0.05], [-0.06, -0.09, -0.09], [0.00, 0.00, 0.02], [0.00, 0.00, 0.00], [-0.01, 0.00, -0.01], [-0.02, 0.01, 0.00], [-0.01, -0.05, 0.00], [0.00, -0.04, -0.01], [-0.01, 0.01, 0.01], [0.00, -0.01, 0.02], [-0.01, -0.02, -0.03], [-0.02, -0.01, -0.04], [-0.02, 0.00, 0.10], [-0.01, -0.01, -0.02], [0.00, -0.01, 0.00], [0.00, -0.01, 0.01], [0.00, 0.00, -0.03]],
  "nbo_charge": [1.8083, -0.4249, -0.4329, -0.2314, -0.4384, -0.2524, -0.4271, 0.2072, -0.2778, -0.1627, -0.1738, -0.1560, -0.1926, 0.2334, -0.6550, -0.2284, -0.4347, -0.2258, -0.4847, 0.2149, -0.1847, -0.1336, -0.1737, -0.1422, -0.2347, 0.2955, -0.6731, 0.2255, 0.2242, 0.2345, 0.2365, 0.2303, 0.2449, 0.2546, 0.2306, 0.2427, 0.2353, 0.2521, 0.2533, 0.2525, 0.2516, 0.2363, 0.2245, 0.2648, 0.2232, 0.2245, 0.2248, 0.2233, 0.2415, 0.2517, 0.2503, 0.2481]
}

Entry 2:
{
  "formula": "C21H25N3O4",
  "method": "ωB97M-V with the def2-TZVPD basis set",
  "smiles": "COc1ccccc1N1CCN(CC(=O)Nc2ccc3c(c2)OCCO3)CC1",
  "de_lowest_kcal_mol": 80.32,
  "homo_ha": -0.2839,
  "homo_lumo_gap_ev": 8.43,
  "lumo_ev": 0.702,
  "total_energy_ha": -1280.43177,
  "symbols": ["C", "O", "C", "C", "C", "C", "C", "C", "N", "C", "C", "N", "C", "C", "O", "N", "C", "C", "C", "C", "C", "C", "O", "C", "C", "O", "C", "C", "H", "H", "H", "H", "H", "H", "H", "H", "H", "H", "H", "H", "H", "H", "H", "H", "H", "H", "H", "H", "H", "H", "H", "H", "H"],
  "positions_angstrom": [[-2.603, -1.461, 0.716], [-2.392, -0.106, 0.417], [-1.981, 0.239, -0.851], [-1.794, -0.695, -1.861], [-1.291, -0.324, -3.097], [-0.975, 0.999, -3.336], [-1.197, 1.942, -2.352], [-1.705, 1.602, -1.098], [-1.952, 2.643, -0.202], [-2.959, 2.556, 0.827], [-2.339, 2.336, 2.225], [-0.965, 1.906, 2.057], [-0.358, 1.364, 3.250], [0.813, 0.434, 2.921], [1.715, 0.233, 3.705], [0.672, -0.131, 1.698], [1.535, -1.002, 1.031], [2.588, -1.653, 1.672], [3.411, -2.497, 0.954], [3.197, -2.726, -0.399], [2.121, -2.101, -1.035], [1.309, -1.233, -0.321], [1.827, -2.316, -2.359], [2.496, -3.432, -2.902], [3.963, -3.431, -2.473], [4.060, -3.558, -1.074], [-0.162, 2.962, 1.466], [-0.870, 3.506, 0.201], [-2.875, -1.487, 1.771], [-1.697, -2.058, 0.565], [-3.423, -1.885, 0.126], [-2.013, -1.735, -1.683], [-1.139, -1.075, -3.856], [-0.575, 1.302, -4.292], [-0.989, 2.982, -2.555], [-3.515, 3.504, 0.822], [-3.654, 1.758, 0.579], [-2.885, 1.553, 2.754], [-2.401, 3.262, 2.824], [0.003, 2.137, 3.949], [-1.098, 0.758, 3.782], [-0.138, 0.205, 1.181], [2.766, -1.477, 2.719], [4.239, -2.996, 1.430], [0.503, -0.745, -0.845], [2.399, -3.355, -3.986], [2.022, -4.360, -2.554], [4.502, -4.277, -2.901], [4.431, -2.491, -2.799], [0.812, 2.539, 1.208], [0.008, 3.785, 2.184], [-1.295, 4.495, 0.410], [-0.152, 3.608, -0.611]],
  "forces_ev_per_angstrom": [[-0.07, -0.33, 0.05], [0.10, 0.42, -0.33], [0.00, 0.07, 0.11], [-0.13, -0.10, 0.03], [-0.01, 0.00, 0.01], [0.08, -0.04, -0.06], [0.02, -0.17, 0.05], [-0.07, -0.19, -0.20], [-0.08, 0.13, 0.11], [-0.30, 0.15, 0.01], [-0.02, -0.08, -0.09], [-0.04, 0.16, 0.25], [0.06, 0.08, 0.07], [-0.28, 0.21, -0.06], [0.18, -0.04, 0.23], [-0.31, 0.04, -0.23], [0.35, -0.32, -0.15], [0.01, 0.05, 0.18], [-0.10, -0.05, -0.41], [0.00, 0.08, -0.03], [0.05, -0.11, 0.13], [0.15, -0.06, 0.03], [-0.07, 0.31, 0.24], [0.46, -0.36, -0.02], [-0.31, 0.10, -0.43], [-0.09, -0.02, 0.34], [0.11, 0.05, -0.03], [0.10, 0.06, 0.08], [0.01, -0.06, -0.06], [-0.02, 0.02, -0.01], [0.05, 0.01, 0.01], [-0.02, -0.09, 0.07], [0.02, -0.08, -0.07], [0.03, 0.04, -0.09], [-0.04, 0.12, 0.00], [-0.01, -0.10, 0.04], [0.01, 0.11, 0.04], [-0.01, 0.04, 0.04], [-0.01, -0.08, 0.01], [0.02, -0.15, -0.06], [0.03, 0.04, 0.00], [0.04, 0.04, 0.12], [0.01, 0.00, 0.04], [0.12, -0.06, 0.07], [-0.10, 0.08, -0.07], [0.04, -0.06, 0.08], [0.03, 0.09, -0.06], [-0.06, 0.09, -0.03], [-0.01, -0.10, 0.02], [0.01, 0.06, 0.03], [0.02, -0.07, -0.04], [0.09, -0.02, -0.05], [-0.05, 0.09, 0.05]],
  "nbo_charge": [-0.2528, -0.5355, 0.3118, -0.3019, -0.2167, -0.2232, -0.2146, 0.1013, -0.4369, -0.2102, -0.2313, -0.4515, -0.3044, 0.6800, -0.6147, -0.6304, 0.1394, -0.2444, -0.2237, 0.1996, 0.2261, -0.2473, -0.4872, -0.0945, -0.0949, -0.4860, -0.2411, -0.2149, 0.1992, 0.1850, 0.1781, 0.2219, 0.2163, 0.2144, 0.2137, 0.1856, 0.2236, 0.2059, 0.1638, 0.1981, 0.2205, 0.4348, 0.2539, 0.2258, 0.2242, 0.1988, 0.1771, 0.1997, 0.1777, 0.2058, 0.1688, 0.1914, 0.2161]
}

Entry 3:
{
  "formula": "C21H25N5O3",
  "method": "ωB97M-V with the def2-TZVPD basis set",
  "smiles": "N#COc1ccc2c(c1)C(=O)NC2=O.CCCC#N.CCCC#N.CCCC#N",
  "de_lowest_kcal_mol": 224.41,
  "homo_ha": -0.3674,
  "homo_lumo_gap_ev": 8.56,
  "lumo_ev": -1.441,
  "total_energy_ha": -1314.46420,
  "symbols": ["N", "C", "O", "C", "C", "C", "C", "C", "C", "C", "O", "N", "C", "O", "H", "H", "H", "H", "C", "C", "C", "C", "N", "H", "H", "H", "H", "H", "H", "H", "C", "C", "C", "C", "N", "H", "H", "H", "H", "H", "H", "H", "C", "C", "C", "C", "N", "H", "H", "H", "H", "H", "H", "H"],
  "positions_angstrom": [[7.112, -1.312, 0.613], [6.996, -0.333, -0.085], [6.819, 0.902, -0.792], [5.670, 1.516, -0.141], [5.900, 2.566, 0.988], [4.630, 3.201, 1.674], [3.250, 2.721, 1.168], [2.991, 1.659, 0.055], [4.243, 1.059, -0.631], [1.432, 1.406, -0.145], [0.947, 0.598, -0.967], [0.759, 2.302, 0.837], [1.761, 3.094, 1.596], [1.544, 3.943, 2.492], [6.971, 2.864, 1.294], [4.703, 3.969, 2.510], [4.109, 0.273, -1.451], [0.333, 1.599, 1.473], [-3.310, 0.548, -1.515], [-3.540, 2.046, -1.679], [-3.181, 2.844, -0.423], [-4.033, 2.391, 0.730], [-4.703, 2.034, 1.637], [-3.943, 0.126, -0.730], [-3.551, 0.023, -2.443], [-2.265, 0.336, -1.266], [-4.589, 2.218, -1.940], [-2.936, 2.409, -2.516], [-3.349, 3.910, -0.594], [-2.127, 2.704, -0.166], [-6.764, -2.725, 4.429], [-6.349, -1.261, 4.526], [-5.221, -0.896, 3.558], [-4.001, -1.721, 3.861], [-3.041, -2.371, 4.099], [-5.943, -3.396, 4.696], [-7.589, -2.933, 5.116], [-7.095, -2.973, 3.415], [-6.038, -1.049, 5.555], [-7.217, -0.630, 4.316], [-4.970, 0.163, 3.656], [-5.529, -1.077, 2.525], [3.041, -3.109, -2.821], [2.776, -3.168, -4.321], [3.985, -2.740, -5.157], [4.354, -1.320, -4.832], [4.644, -0.201, -4.576], [3.258, -2.090, -2.490], [2.163, -3.450, -2.266], [3.886, -3.748, -2.546], [1.918, -2.530, -4.555], [2.499, -4.191, -4.593], [3.750, -2.813, -6.222], [4.841, -3.388, -4.954]],
  "forces_ev_per_angstrom": [[-0.50, 4.74, -3.64], [0.19, -1.14, 1.51], [-0.93, -3.03, 3.09], [-3.53, 1.64, 1.51], [-3.53, -0.98, -1.13], [-0.50, -2.82, -3.11], [0.40, -1.93, -2.07], [4.47, 1.47, 1.12], [-0.04, 2.03, 2.43], [1.68, -0.99, -1.61], [1.14, 3.22, 3.47], [1.43, -1.57, 0.06], [1.88, 2.07, 2.49], [-0.16, -3.31, -3.39], [-2.05, -0.61, -0.57], [-0.07, -1.22, -1.36], [0.51, 1.32, 1.27], [-0.47, 1.08, -0.16], [0.04, -0.08, -0.04], [-0.07, -0.31, -0.21], [-0.63, -0.33, 0.43], [-1.53, -0.67, 2.46], [2.27, 1.15, -3.13], [0.06, 0.07, -0.01], [0.06, 0.04, 0.07], [-0.08, -0.01, -0.03], [0.12, 0.11, 0.05], [-0.03, 0.10, 0.13], [-0.02, -0.09, 0.20], [-0.12, -0.01, 0.10], [-0.08, -0.05, 0.06], [-0.22, -0.24, 0.15], [0.58, -0.44, 0.50], [2.55, -1.50, 0.36], [-3.32, 2.22, -0.78], [-0.02, 0.08, -0.08], [0.04, 0.00, -0.10], [0.03, -0.01, 0.09], [0.02, 0.08, -0.14], [0.16, 0.06, -0.03], [0.12, -0.15, -0.15], [0.15, -0.01, 0.07], [-0.04, -0.06, 0.07], [-0.20, -0.04, 0.31], [-0.07, 0.81, 0.24], [0.96, 2.79, 0.44], [-1.05, -3.84, -0.77], [0.02, -0.07, -0.07], [0.10, 0.01, -0.03], [-0.07, 0.07, 0.01], [0.12, -0.07, -0.09], [0.07, 0.10, -0.10], [0.14, 0.14, 0.08], [0.00, 0.17, 0.00]],
  "nbo_charge": [-0.3588, 0.5177, -0.4692, 0.2666, -0.2139, -0.1704, -0.1143, -0.1329, -0.1777, 0.6783, -0.5109, -0.6867, 0.6660, -0.5072, 0.2602, 0.2625, 0.2688, 0.4218, -0.6162, -0.3827, -0.5061, 0.3090, -0.3703, 0.2121, 0.2166, 0.2142, 0.2071, 0.2123, 0.2513, 0.2523, -0.6131, -0.3826, -0.5062, 0.2943, -0.3566, 0.2167, 0.2142, 0.2017, 0.2074, 0.2102, 0.2693, 0.2438, -0.6105, -0.3838, -0.5025, 0.2972, -0.3534, 0.2092, 0.2221, 0.2058, 0.2110, 0.2109, 0.2506, 0.2450]
}